1.
A cluster of 12 separate species, C90H194N10O12 in total in a non-equilibrium geometry, computed with ωB97M-V with the def2-TZVPD basis set.

The value obtained for the relative energy (zero: lowest compared OMol25 entry of this formula, charge and spin) is 0.0 kJ/mol. As for the net charge: 0. Its largest force on an atom is 3.15 eV/Å. As for the SMILES: CC1(C)CCCC(C)(C)N1O.CC1(C)CCCC(C)(C)N1O.CC1(C)CCCC(C)(C)N1O.CC1(C)CCCC(C)(C)N1O.CC1(C)CCCC(C)(C)N1O.CC1(C)CCCC(C)(C)N1O.CC1(C)CCCC(C)(C)N1O.CC1(C)CCCC(C)(C)N1O.CC1(C)CCCC(C)(C)N1O.CC1(C)CCCC(C)(C)N1O.O.O.

Geometry as XYZ:
```
306
Properties=species:S:1:pos:R:3:mulliken_charge:R:1
C -5.57 -0.85 3.77 -1.21
C -4.60 -1.98 4.04 1.37
C -3.78 -1.55 5.27 -2.05
C -5.31 -3.39 4.33 -1.08
C -5.96 -3.89 3.04 -0.67
C -4.90 -4.09 1.95 -1.34
C -4.15 -2.77 1.62 2.56
C -2.88 -3.19 0.86 -1.39
C -4.95 -1.82 0.74 -0.85
N -3.64 -2.25 2.93 0.19
O -2.92 -1.04 2.58 0.14
H -4.96 0.06 3.69 0.12
H -6.02 -1.02 2.82 0.24
H -6.26 -0.54 4.59 0.45
H -4.34 -1.37 6.15 0.57
H -2.98 -2.22 5.53 0.28
H -3.19 -0.71 4.97 0.27
H -4.55 -4.10 4.58 0.15
H -6.05 -3.29 5.11 0.47
H -6.46 -4.84 3.17 0.53
H -6.74 -3.13 2.74 0.28
H -5.38 -4.41 1.02 0.42
H -4.10 -4.78 2.31 0.18
H -3.02 -3.65 -0.14 0.15
H -2.31 -3.84 1.54 -0.06
H -2.21 -2.37 0.73 -0.57
H -4.92 -2.24 -0.30 -0.75
H -4.44 -0.84 0.82 0.23
H -6.03 -1.75 0.93 0.37
H -3.53 -0.28 2.45 0.14
C 1.49 -5.37 -1.38 -1.99
C 0.44 -5.07 -2.46 2.16
C -0.53 -4.03 -1.89 0.91
C 1.17 -4.62 -3.77 -1.78
C 0.20 -4.56 -4.97 1.04
C -0.37 -6.00 -5.08 -2.08
C -1.11 -6.50 -3.85 2.52
C -2.46 -5.83 -3.73 -1.43
C -1.35 -7.98 -4.05 -2.21
N -0.16 -6.42 -2.72 -0.03
O -0.91 -6.79 -1.50 -0.55
H 1.05 -5.75 -0.49 -0.01
H 2.26 -6.06 -1.76 0.59
H 1.98 -4.45 -1.17 0.35
H -0.66 -4.28 -0.86 -0.39
H -0.03 -3.05 -1.91 -0.63
H -1.48 -4.01 -2.39 -0.37
H 1.65 -3.69 -3.49 0.38
H 2.04 -5.24 -3.90 0.49
H -0.59 -3.90 -4.77 -0.82
H 0.78 -4.30 -5.89 0.55
H 0.49 -6.69 -5.23 0.43
H -1.00 -6.12 -5.96 0.45
H -2.39 -4.76 -3.81 -0.55
H -2.93 -6.01 -2.78 0.59
H -3.13 -6.37 -4.42 0.61
H -1.64 -8.13 -5.10 0.48
H -2.20 -8.35 -3.49 0.38
H -0.45 -8.61 -3.87 0.43
H -0.45 -7.63 -1.28 0.37
C 9.74 0.85 2.97 -1.82
C 8.24 0.76 2.50 1.77
C 7.45 0.50 3.78 -1.13
C 7.82 2.05 1.85 -1.87
C 6.41 2.03 1.21 0.97
C 6.37 0.92 0.20 -1.76
C 6.72 -0.41 0.81 2.44
C 5.74 -1.01 1.77 -1.07
C 6.93 -1.35 -0.34 -2.24
N 8.03 -0.23 1.44 -0.19
O 8.31 -1.50 2.11 -0.49
H 9.61 1.55 3.76 0.42
H 10.15 -0.02 3.40 0.44
H 10.36 1.31 2.21 0.41
H 7.88 1.14 4.56 0.54
H 6.36 0.68 3.70 -0.28
H 7.62 -0.50 4.15 0.36
H 7.91 2.82 2.64 0.37
H 8.59 2.31 1.15 0.49
H 5.56 1.92 1.87 -0.84
H 6.25 3.01 0.76 0.56
H 7.08 1.15 -0.57 0.69
H 5.38 0.86 -0.21 0.19
H 6.30 -1.78 2.29 0.67
H 4.86 -1.41 1.24 0.40
H 5.49 -0.27 2.55 -0.57
H 7.80 -1.05 -0.88 0.55
H 6.04 -1.40 -1.00 0.29
H 7.06 -2.34 0.05 0.46
H 9.11 -1.84 1.74 0.35
C -4.19 4.60 -1.63 -2.09
C -3.04 5.10 -2.46 1.92
C -2.62 4.03 -3.44 -0.87
C -3.53 6.50 -3.07 -1.40
C -2.43 7.28 -3.77 -0.64
C -1.31 7.44 -2.73 -1.42
C -0.78 6.14 -2.13 2.91
C 0.15 5.36 -3.12 -1.89
C 0.03 6.57 -0.88 -2.53
N -1.94 5.47 -1.56 -0.32
O -1.53 4.41 -0.75 0.30
H -5.09 4.62 -2.28 0.45
H -4.09 3.52 -1.42 0.20
H -4.33 5.14 -0.74 0.48
H -1.91 4.37 -4.17 0.12
H -2.06 3.25 -2.87 -0.31
H -3.53 3.62 -3.93 0.71
H -4.44 6.36 -3.73 0.35
H -3.93 7.13 -2.29 0.41
H -2.07 6.65 -4.62 0.27
H -2.77 8.26 -4.12 0.46
H -1.76 8.09 -1.95 0.39
H -0.48 8.00 -3.16 0.46
H -0.31 5.35 -4.10 0.40
H 0.28 4.32 -2.79 0.43
H 1.14 5.85 -3.17 0.49
H 0.58 7.47 -1.01 0.62
H 0.82 5.87 -0.61 -0.10
H -0.66 6.66 -0.05 0.37
H -1.06 3.73 -1.25 -0.40
C 0.58 0.57 -9.58 -1.66
C -0.22 0.35 -8.33 1.62
C -1.62 0.94 -8.53 -1.56
C -0.40 -1.16 -8.19 -2.10
C -0.91 -1.65 -6.89 0.66
C -0.01 -1.15 -5.85 -0.89
C 0.17 0.36 -5.75 3.45
C -1.11 1.06 -5.13 -1.22
C 1.32 0.73 -4.86 -3.01
N 0.49 0.79 -7.14 0.06
O 0.50 2.18 -7.10 -0.54
H -0.07 0.22 -10.41 0.36
H 0.82 1.66 -9.75 0.36
H 1.49 -0.07 -9.65 0.36
H -2.40 0.52 -7.87 0.22
H -1.62 2.05 -8.39 0.25
H -1.91 0.68 -9.50 0.57
H -0.95 -1.40 -9.08 0.59
H 0.61 -1.57 -8.29 0.36
H -1.99 -1.36 -6.70 -0.53
H -0.90 -2.75 -6.91 0.33
H 0.99 -1.52 -6.16 0.40
H -0.30 -1.57 -4.85 -0.91
H -1.51 0.61 -4.23 -0.62
H -1.98 1.01 -5.75 0.70
H -0.97 2.13 -4.94 0.50
H 1.17 0.17 -3.96 0.21
H 1.24 1.76 -4.63 0.83
H 2.33 0.69 -5.30 0.46
H 1.38 2.48 -7.43 0.37
C 0.61 3.00 6.31 -1.91
C 0.48 1.87 5.25 1.81
C -1.02 1.65 4.92 -1.67
C 1.20 2.21 3.96 -0.63
C 2.72 2.12 4.10 -0.71
C 3.18 0.82 4.68 -0.25
C 2.40 0.37 5.94 2.05
C 2.74 -1.13 6.07 -2.20
C 2.80 1.03 7.23 -2.12
N 0.96 0.45 5.67 0.95
O 0.28 0.17 6.85 -0.69
H 0.35 2.71 7.31 0.37
H 1.64 3.34 6.32 0.35
H 0.00 3.89 6.03 0.28
H -1.19 0.99 4.05 0.12
H -1.63 1.29 5.77 0.37
H -1.44 2.64 4.64 0.49
H 0.93 1.44 3.27 -0.88
H 0.73 3.11 3.63 0.71
H 3.14 2.36 3.17 0.35
H 3.19 2.94 4.63 0.30
H 4.29 0.74 4.84 0.57
H 2.91 0.12 3.85 -0.70
H 2.22 -1.49 6.96 0.54
H 3.82 -1.32 6.08 0.43
H 2.37 -1.71 5.22 0.41
H 3.77 0.57 7.40 0.58
H 2.21 0.77 8.09 0.40
H 2.96 2.15 7.26 0.20
H -0.07 -0.72 6.67 0.34
C -1.60 -5.29 3.58 -1.09
C -0.35 -5.88 4.28 2.01
C -0.75 -6.25 5.73 -2.09
C 0.02 -7.26 3.65 -1.88
C 0.61 -7.12 2.27 0.43
C 1.85 -6.24 2.38 -1.94
C 1.67 -4.89 3.01 2.10
C 2.99 -4.21 3.50 -1.75
C 1.01 -3.98 1.96 0.24
N 0.82 -5.06 4.28 0.18
O 0.61 -3.88 5.02 -0.47
H -1.83 -5.67 2.60 0.29
H -2.47 -5.26 4.17 0.48
H -1.46 -4.25 3.31 -0.16
H -0.80 -5.37 6.34 0.36
H -1.57 -6.98 5.73 0.43
H 0.04 -6.87 6.14 0.50
H 0.72 -7.83 4.28 0.37
H -0.94 -7.79 3.62 0.50
H 0.98 -8.11 1.91 0.50
H -0.08 -6.74 1.47 -0.40
H 2.40 -6.16 1.47 0.44
H 2.62 -6.79 2.94 0.46
H 2.72 -3.14 3.70 -0.22
H 3.78 -4.26 2.76 0.50
H 3.27 -4.56 4.49 0.45
H 1.68 -3.82 1.12 0.54
H 0.71 -2.99 2.31 -0.58
H 0.11 -4.46 1.63 -0.31
H 0.17 -3.21 4.46 0.34
C 4.57 6.41 1.34 -2.20
C 4.39 7.37 2.53 2.04
C 5.82 7.52 3.10 -2.09
C 3.83 8.81 2.22 -1.55
C 2.38 8.80 1.83 -0.07
C 1.57 8.10 2.92 -1.54
C 2.07 6.72 3.37 2.13
C 1.42 6.37 4.66 -1.87
C 1.60 5.66 2.35 -0.44
N 3.56 6.84 3.65 -0.21
O 4.05 5.46 3.90 -0.34
H 4.77 5.39 1.68 0.47
H 3.82 6.38 0.63 0.39
H 5.42 6.77 0.85 0.69
H 5.84 8.15 3.97 0.46
H 6.26 6.55 3.36 0.33
H 6.38 8.03 2.34 0.51
H 4.06 9.35 3.11 0.42
H 4.40 9.13 1.37 0.44
H 1.95 9.80 1.80 0.49
H 2.13 8.41 0.82 -0.10
H 0.48 8.03 2.63 0.28
H 1.59 8.65 3.84 0.45
H 0.34 6.61 4.74 0.42
H 1.90 6.95 5.51 0.48
H 1.50 5.28 4.83 0.05
H 2.03 5.79 1.40 -0.10
H 0.51 5.57 2.34 0.94
H 1.97 4.68 2.71 -0.65
H 4.42 5.58 4.82 0.31
C -4.39 0.16 -3.41 -1.04
C -5.09 -1.19 -3.86 1.50
C -5.00 -1.15 -5.38 -0.78
C -4.30 -2.35 -3.25 -0.18
C -5.00 -3.68 -3.19 0.29
C -6.47 -3.52 -2.69 -1.23
C -7.27 -2.37 -3.38 1.38
C -7.80 -2.74 -4.79 -1.65
C -8.59 -2.23 -2.57 -1.83
N -6.42 -1.15 -3.28 0.20
O -7.13 0.04 -3.66 -0.50
H -4.85 0.99 -4.00 0.63
H -4.57 0.26 -2.39 0.79
H -3.29 0.08 -3.62 -0.67
H -5.61 -0.31 -5.78 0.42
H -3.99 -0.89 -5.60 -0.21
H -5.35 -2.10 -5.82 0.27
H -3.40 -2.39 -3.82 -0.03
H -4.05 -2.01 -2.24 -0.73
H -5.01 -4.21 -4.16 0.55
H -4.37 -4.32 -2.50 -0.18
H -6.43 -3.42 -1.58 0.03
H -7.09 -4.43 -2.84 0.55
H -8.54 -3.58 -4.66 0.44
H -6.97 -3.10 -5.40 0.29
H -8.38 -1.93 -5.22 0.38
H -9.07 -3.21 -2.43 0.43
H -9.32 -1.60 -3.03 0.37
H -8.44 -1.92 -1.53 0.35
H -7.20 0.04 -4.61 0.39
C -1.20 -0.60 -1.66 0.19
C -0.29 0.08 -0.64 2.06
C -1.26 0.63 0.40 0.27
C 0.56 -1.02 0.04 0.13
C 1.72 -0.44 0.87 -0.26
C 2.58 0.50 0.03 -1.29
C 1.69 1.61 -0.60 2.91
C 1.15 2.61 0.35 -0.58
C 2.57 2.32 -1.60 -1.60
N 0.62 0.97 -1.37 0.50
O -0.16 2.08 -1.97 2.17
H -1.82 -1.43 -1.28 -0.29
H -1.80 0.20 -2.07 -0.31
H -0.58 -1.08 -2.47 -0.87
H -1.55 1.64 0.12 -0.58
H -2.08 -0.07 0.43 -0.16
H -0.88 0.69 1.42 -0.46
H -0.13 -1.65 0.61 -0.25
H 1.03 -1.61 -0.76 0.48
H 1.33 0.02 1.81 -1.21
H 2.23 -1.26 1.23 1.19
H 3.05 -0.03 -0.78 0.50
H 3.38 0.96 0.61 -0.39
H 0.63 3.41 -0.12 -0.35
H 2.02 3.00 0.88 0.54
H 0.51 2.11 1.07 -0.74
H 2.03 3.14 -1.97 -0.29
H 2.75 1.64 -2.43 0.38
H 3.49 2.68 -1.10 0.24
H -0.30 1.73 -2.89 -1.10
O -2.42 3.12 2.13 -0.65
H -1.48 3.28 2.15 0.24
H -2.69 3.51 1.29 0.28
O -0.41 -1.59 3.73 1.43
H -0.19 -0.83 4.25 -0.40
H -1.29 -1.28 3.35 -0.65
```


2.
A cluster of 2 separate species, C5H11O2 in total in a non-equilibrium geometry, computed with ωB97M-V with the def2-TZVPD basis set.

The value obtained for the relative energy (zero: lowest compared OMol25 entry of this formula, charge and spin) is 145.1 kJ/mol. As for the net charge: -1. Its largest force on an atom is 3.28 eV/Å.

Geometry as XYZ:
```
18
Properties=species:S:1:pos:R:3:mulliken_charge:R:1
C 0.50 -0.22 1.29 -0.21
C 1.09 1.20 1.28 -0.98
C 1.34 -1.15 2.28 0.40
O 0.57 -1.91 2.90 -0.74
O 2.57 -0.97 2.36 -0.73
H -0.64 -0.36 1.34 0.39
H 0.44 -0.60 0.27 0.14
H 1.52 1.61 2.20 0.34
H 0.18 1.85 0.92 0.22
H 1.98 1.26 0.65 0.23
C -0.79 0.49 -2.37 -0.78
C -1.53 -0.63 -1.50 -0.43
H 0.17 0.09 -2.65 0.28
H -1.45 0.61 -3.27 0.31
H -0.83 1.44 -1.77 0.22
H -1.45 -1.61 -1.91 0.30
H -1.01 -0.65 -0.58 -0.23
H -2.69 -0.47 -1.43 0.28
```


3.
A structure of composition C24H25Br57F5N2O5P in a non-equilibrium geometry, computed with ωB97M-V with the def2-TZVPD basis set.

As for the net charge: 0. Its largest force on an atom is 4.93 eV/Å.

Geometry as XYZ:
```
119
Properties=species:S:1:pos:R:3:mulliken_charge:R:1
C -4.18 0.27 0.04 -0.43
C -3.75 -1.01 -0.82 0.92
O -2.31 -1.03 -1.01 -0.17
P -1.82 -0.32 -2.47 0.77
O -0.15 -0.39 -2.77 -0.58
O -2.10 -1.86 -3.24 -0.02
C -0.86 -2.37 -3.65 0.22
N -0.07 -2.97 -4.28 -0.57
O -1.65 1.21 -1.60 0.45
N -1.01 0.93 -0.39 -0.15
O -0.11 1.68 -0.25 -0.05
C -2.96 0.48 -3.77 0.77
F -4.21 0.89 -3.29 -0.26
F -3.25 -0.49 -4.76 -0.28
C -2.32 1.72 -4.55 0.55
F -0.98 1.92 -4.31 -0.04
F -2.43 1.52 -5.93 -0.37
F -3.09 2.85 -4.25 -0.20
H -4.00 1.24 -0.53 0.02
H -5.25 0.21 0.41 0.46
H -3.51 0.34 0.97 -0.16
H -3.99 -1.91 -0.15 -0.77
H -4.37 -1.15 -1.75 0.32
H 0.24 0.50 -2.65 -0.08
C -2.53 3.38 2.49 0.01
Br -3.73 3.73 1.01 -0.07
Br -2.66 1.54 3.10 -0.03
Br -0.71 3.88 2.07 0.01
H -2.86 4.01 3.32 0.00
C -3.75 -5.47 0.28 -0.36
Br -4.82 -4.05 1.06 -0.19
Br -2.68 -4.83 -1.20 0.06
Br -2.67 -6.38 1.61 0.04
H -4.45 -6.20 -0.12 0.31
C -1.83 -8.94 5.10 0.62
Br -2.89 -7.50 5.86 -0.02
Br -0.76 -8.32 3.61 -0.09
Br -0.75 -9.83 6.44 -0.02
H -2.52 -9.67 4.71 -0.49
C 2.67 2.79 3.99 0.06
Br 3.20 3.61 2.32 0.06
Br 2.25 0.91 3.76 0.04
Br 3.99 3.07 5.38 0.04
H 1.76 3.28 4.31 -0.22
C -4.36 -5.99 -4.73 -0.36
Br -5.61 -5.92 -6.21 -0.04
Br -2.98 -4.64 -4.88 -0.02
Br -5.26 -5.90 -3.02 -0.03
H -3.86 -6.96 -4.78 0.39
C -1.29 -3.65 4.83 -0.36
Br -2.57 -3.59 3.38 0.18
Br 0.07 -2.29 4.63 0.03
Br -2.16 -3.54 6.56 -0.04
H -0.79 -4.61 4.79 0.22
C 2.64 1.00 -0.11 0.27
Br 1.77 1.58 -1.74 -0.05
Br 2.30 -0.87 0.27 -0.01
Br 4.53 1.41 -0.12 0.05
H 2.20 1.57 0.71 -0.19
C -0.25 5.49 -2.85 -0.55
Br -1.30 4.16 -1.89 -0.03
Br 1.59 5.50 -2.24 -0.01
Br -0.39 5.26 -4.76 0.08
H -0.67 6.46 -2.61 0.40
C 4.70 -0.38 4.14 1.01
Br 6.03 0.71 3.25 -0.02
Br 4.40 -2.06 3.22 -0.06
Br 5.13 -0.66 6.01 -0.01
H 3.76 0.17 4.11 -0.90
C 4.81 -0.27 10.04 -0.02
Br 5.70 1.05 11.15 -0.01
Br 5.90 -1.85 9.79 -0.02
Br 3.05 -0.71 10.73 0.00
H 4.66 0.18 9.06 0.02
C -4.61 5.13 -6.74 0.54
Br -4.09 5.12 -8.61 -0.03
Br -4.27 6.84 -5.91 -0.04
Br -6.45 4.56 -6.50 -0.04
H -3.99 4.40 -6.24 -0.44
C -0.76 6.70 5.58 -0.40
Br -0.56 7.92 4.09 0.00
Br -2.48 5.80 5.54 -0.04
Br 0.71 5.44 5.68 0.21
H -0.73 7.30 6.49 0.36
C 1.10 -11.45 2.38 0.40
Br 0.30 -12.70 3.63 0.00
Br 3.02 -11.30 2.63 -0.02
Br 0.65 -11.87 0.54 -0.01
H 0.68 -10.47 2.60 -0.37
C -0.94 8.09 -8.40 -0.28
Br -1.33 8.49 -10.25 -0.04
Br -0.83 6.18 -8.09 0.06
Br 0.65 9.01 -7.78 -0.04
H -1.77 8.46 -7.81 0.28
C 1.13 2.50 -8.66 -0.34
Br 0.75 3.33 -10.37 -0.04
Br -0.46 2.09 -7.64 0.13
Br 2.28 0.95 -8.85 -0.06
H 1.68 3.24 -8.08 0.33
C -4.99 -12.11 5.08 -0.38
Br -6.04 -10.68 5.84 0.00
Br -3.92 -11.50 3.59 -0.04
Br -3.90 -13.00 6.42 0.00
H -5.68 -12.85 4.69 0.38
C 6.71 3.88 -2.98 -0.27
Br 7.43 2.90 -1.47 -0.05
Br 5.88 2.70 -4.28 0.04
Br 5.50 5.29 -2.41 -0.01
H 7.54 4.37 -3.48 0.26
C 3.86 6.55 8.77 -0.32
Br 4.05 7.78 7.28 -0.03
Br 2.14 5.66 8.74 -0.06
Br 5.33 5.29 8.86 -0.01
H 3.89 7.15 9.68 0.36
C 8.82 2.63 -6.88 -0.19
Br 9.31 2.77 -8.75 -0.03
Br 8.76 0.78 -6.29 0.01
Br 9.96 3.71 -5.75 -0.03
H 7.81 3.02 -6.78 0.22
```


LUMO in Ha, matching the order above: 0.0169 0.1286 -0.0240